Record 1
Molecular formula: C30H57BrF2N5O10PSi2
Method: DFT, the ωB97M-V functional and the def2-TZVPD basis

Output
- Calculated total energy: -160470.4831 eV
- Highest occupied orbital energy: -7.647 eV
- ΔE to the lowest compared entry with this formula, charge and spin: 355.4 kcal/mol
- Frontier orbital gap: 7.82 eV
- Multiplicity: 1

```
108
Properties=species:S:1:pos:R:3:lowdin_charge:R:1
C 2.15541 5.23036 1.10573 -0.133
O 0.85979 5.92764 1.00195 -0.270
C -0.11476 5.14166 0.20850 -0.232
C -1.66125 5.61107 0.50595 -0.170
C -2.68123 4.39005 0.91794 -0.219
C -2.11487 3.45159 2.15509 -0.212
C -3.25382 2.36113 2.70578 -0.195
C -2.59134 0.87532 2.48073 -0.220
C -3.24523 -0.32128 3.38921 -0.211
C -2.17039 -1.38364 4.02399 -0.208
C -0.94827 -1.82143 3.01951 -0.232
C -1.31019 -3.03767 1.98288 -0.268
Si -1.23303 -2.55177 0.10742 0.218
Br -0.71747 -4.43406 -1.17149 0.335
C 0.01453 -1.16033 -0.31804 -0.313
C 1.49237 -1.27478 0.36358 -0.231
C 1.91513 -2.74129 0.94178 -0.184
C 3.57031 -2.68585 1.18266 -0.161
N 4.09511 -1.28745 1.41720 -0.164
C 4.83671 -0.36903 0.42261 -0.082
C 5.31221 1.10636 0.96002 -0.074
C 4.82496 1.04937 2.52472 -0.084
C 4.09237 -0.42505 2.69730 -0.069
O -2.92557 -2.17842 -0.34544 -0.428
Si -2.99090 -1.00313 -1.64468 0.451
C -2.11362 -1.52166 -3.27636 -0.297
C -2.04512 -0.14442 -4.22284 -0.244
C -0.56324 0.11496 -4.88236 -0.183
C 0.45638 1.00007 -3.92997 -0.228
N 0.36781 2.49541 -4.13986 -0.014
C -0.60922 3.16839 -3.20186 -0.377
N -1.27980 4.30251 -3.67766 0.077
N -0.96439 2.73285 -1.79779 0.060
P -5.14451 -0.70241 -2.17742 0.602
N -5.99434 -0.35961 -0.83230 -0.247
O -5.20185 0.58423 -3.38323 -0.295
O -5.82766 -2.12588 -2.98373 -0.275
H 2.92394 5.96688 1.62086 0.102
H 2.55365 4.97260 0.01945 0.103
H 2.11247 4.25576 1.76650 0.097
H 0.11816 5.33217 -0.94257 0.122
H 0.07826 3.98221 0.37174 0.097
H -1.66300 6.41153 1.37856 0.124
H -2.03684 6.16366 -0.47046 0.110
H -2.77878 3.65899 -0.01706 0.098
H -3.71450 4.84893 1.22943 0.112
H -1.63117 4.07878 3.03781 0.125
H -1.21520 2.82525 1.69264 0.086
H -4.21843 2.55166 2.06261 0.111
H -3.51278 2.60111 3.82458 0.110
H -1.45191 0.96907 2.81310 0.115
H -2.70396 0.58317 1.34801 0.096
H -4.13813 -0.88486 2.83203 0.120
H -3.76703 0.21478 4.31972 0.111
H -2.77766 -2.37695 4.26372 0.115
H -1.76856 -0.96188 5.04878 0.114
H -0.07917 -2.23594 3.72573 0.115
H -0.46923 -0.93540 2.41986 0.078
H -0.49600 -3.89635 2.12980 0.052
H -2.34816 -3.55131 2.18003 0.103
H -0.39606 -0.07247 -0.04724 0.082
H 0.18468 -1.18128 -1.49947 0.071
H 2.28059 -1.00755 -0.49251 0.122
H 1.53248 -0.49286 1.24796 0.118
H 1.47711 -2.97812 2.02693 0.088
H 1.76097 -3.64067 0.18814 0.088
H 4.10727 -3.15781 0.25559 0.127
H 3.86951 -3.34945 2.12841 0.138
H 5.06771 -0.66651 -0.69020 0.089
H 5.85779 1.94664 0.33421 0.084
H 5.00266 1.91708 3.29184 0.074
H 3.65243 -0.75036 3.73359 0.095
H -2.41928 0.25577 -1.12133 -0.012
H -2.81212 -2.28988 -3.86661 0.107
H -1.04137 -1.97463 -3.15083 0.054
H -2.35067 0.81203 -3.57828 0.073
H -2.82544 -0.27613 -5.09844 0.121
H -0.66420 0.72285 -5.90515 0.125
H -0.00350 -0.88781 -5.16234 0.115
H 0.30618 0.64590 -2.82221 0.091
H 1.57373 0.69426 -4.21763 0.124
H 1.29966 2.95346 -3.93484 0.117
H -1.92037 4.61000 -2.88539 0.031
H -0.21969 2.16028 -1.34401 0.073
H -1.87038 2.22325 -1.88744 0.040
H -5.29085 -0.39371 -0.03457 -0.040
H -4.85026 1.43301 -2.96460 0.077
H -6.79339 -1.93541 -3.23773 0.090
C 5.43300 0.05868 -4.61413 -0.076
C 6.02050 1.32743 -5.13067 -0.330
O 5.12686 2.31567 -4.67061 0.145
C 4.60349 1.81149 -3.51798 -0.509
O 4.00545 2.47732 -2.68919 0.132
O 4.83724 0.46879 -3.39970 0.052
F 6.01635 1.34556 -6.48245 0.084
H 4.66280 -0.35173 -5.27575 0.149
H 6.19091 -0.70966 -4.43915 0.147
H 7.02816 1.53991 -4.75786 0.179
C -0.05049 -7.06748 5.62991 -0.073
C -0.75454 -7.49352 4.38714 -0.328
O -0.68656 -6.35254 3.56225 0.145
C 0.45655 -5.71221 3.93636 -0.477
O 1.00052 -4.84184 3.27726 0.110
O 0.92420 -6.16987 5.13775 0.083
F -2.05584 -7.76099 4.63763 0.085
H -0.70793 -6.54117 6.33003 0.152
H 0.41732 -7.90684 6.15147 0.147
H -0.29021 -8.34451 3.87749 0.180
```

Record 2
Molecular formula: H42O21
Method: DFT, the ωB97M-V functional and the def2-TZVPD basis

Output
- Calculated total energy: -43678.1776 eV
- Highest occupied orbital energy: -9.935 eV
- ΔE to the lowest compared entry with this formula, charge and spin: 176.1 kcal/mol
- Frontier orbital gap: 9.53 eV
- Multiplicity: 1

```
63
Properties=species:S:1:pos:R:3:nbo_charge:R:1
O -0.99902 -0.12899 -1.51199 -0.965
H -1.82348 -0.06658 -1.98453 0.482
H -0.35929 -0.18892 -2.24815 0.502
O -1.12285 4.06385 -1.64111 -0.950
H -0.50423 4.46289 -2.26244 0.476
H -1.36394 4.83338 -1.10862 0.477
O 3.71762 -0.89858 -2.64958 -0.942
H 4.53211 -1.18027 -2.21306 0.483
H 4.09752 -0.70946 -3.52783 0.481
O 0.25243 -4.04750 -2.36681 -0.955
H -0.06981 -3.13139 -2.29442 0.462
H 0.71384 -4.05459 -1.50427 0.482
O -0.76601 4.02322 1.04522 -0.977
H -0.39165 3.29696 0.53808 0.501
H -0.10675 4.34412 1.67693 0.474
O -2.77312 -2.96972 -1.41761 -0.951
H -2.91363 -3.72006 -0.84424 0.472
H -2.85866 -3.26165 -2.33031 0.480
O -3.45827 2.33523 3.17370 -0.966
H -2.66569 1.85125 3.44562 0.468
H -3.18078 2.77351 2.35745 0.495
O 3.06660 1.73417 -1.89052 -0.977
H 3.31877 0.79993 -1.98204 0.491
H 3.44983 1.91417 -1.02019 0.472
O 1.75319 2.35269 2.33149 -0.983
H 2.09984 1.67844 2.95094 0.469
H 2.44368 3.02475 2.44175 0.457
O 0.14714 -0.15303 -4.21324 -0.993
H 0.53893 0.71634 -3.92816 0.496
H -0.08085 0.13326 -5.10639 0.471
O 1.68022 -1.19217 1.27754 -0.987
H 2.04419 -0.66930 0.55325 0.485
H 1.19448 -1.89579 0.81667 0.495
O 2.13054 0.58141 3.82148 -0.941
H 2.83504 0.17054 3.30140 0.495
H 1.92420 0.17172 4.65518 0.511
O -1.29215 0.08594 2.99060 -0.936
H -1.91869 -0.30947 3.60286 0.474
H -1.26150 -0.56518 2.29225 0.462
O -4.74089 0.90430 -1.49416 -0.939
H -5.50125 0.49648 -1.93110 0.485
H -3.98332 0.66296 -2.05276 0.464
O -3.78557 3.19112 -0.17349 -0.960
H -3.87946 2.35458 -0.66977 0.478
H -2.99777 3.54706 -0.61019 0.472
O 1.66840 -3.40796 2.69038 -0.964
H 2.23239 -2.61790 2.60923 0.486
H 1.07365 -2.91008 3.27505 0.475
O -2.37962 -2.58007 3.37126 -0.944
H -3.28626 -2.22090 3.31383 0.486
H -2.03481 -2.61860 2.48565 0.462
O 3.47637 -2.65663 -0.83192 -0.919
H 3.14516 -3.18141 -0.08145 0.459
H 2.87337 -1.91695 -0.68134 0.458
O 0.61798 2.09147 -2.73074 -0.992
H 0.49682 1.58431 -1.90935 0.503
H 1.53589 2.35303 -2.90313 0.507
O 0.60778 -3.95229 0.40438 -0.980
H 1.38708 -4.32195 0.85526 0.509
H -0.15340 -3.84237 0.95105 0.487
O 0.73370 1.11319 0.12533 -1.041
H 0.87060 1.05409 1.07548 0.518
H -0.00658 0.66937 -0.31436 0.501
```

Record 3
Molecular formula: C8H21IN4
Method: DFT, the ωB97M-V functional and the def2-TZVPD basis

Output
- Calculated total energy: -22678.3622 eV
- Highest occupied orbital energy: -16.364 eV
- ΔE to the lowest compared entry with this formula, charge and spin: 0.0 kcal/mol
- Frontier orbital gap: 9.93 eV
- Multiplicity: 1
- Net charge: +2

```
34
Properties=species:S:1:pos:R:3:nbo_charge:R:1
C 0.17684 -1.00700 -1.77993 -0.249
C 1.01180 0.26721 -1.47028 -0.221
C 0.28819 -0.07482 0.83669 -0.301
C -0.09461 -1.48341 0.45729 0.193
C 2.03880 2.21623 0.87228 -0.654
C -0.25119 3.30993 0.41091 -0.616
C -0.43633 -3.38466 -1.09877 -0.427
C 0.89762 2.32977 -0.10411 -0.027
N 0.30613 -2.09885 -0.83974 -0.367
N -0.63430 -2.29554 1.27857 -0.131
N 0.30372 0.94043 -0.35052 -0.398
N -1.24741 -2.05705 2.39629 -0.545
I -3.60711 0.02602 -0.34119 -0.140
H -0.86868 -0.75556 -1.72027 0.230
H 0.52624 -1.27324 -2.82143 0.277
H 2.00154 -0.03582 -1.16490 0.245
H 0.97552 1.00422 -2.28248 0.273
H -0.26666 0.17498 1.68898 0.257
H 1.25790 -0.00938 1.26615 0.258
H -4.98548 0.62820 -0.07970 0.160
H 1.67878 1.97921 1.83823 0.223
H 2.77107 1.48133 0.41189 0.214
H 2.60461 3.16420 1.04725 0.288
H 0.03591 4.38730 0.35849 0.278
H -0.57821 3.05463 1.34014 0.215
H -1.05454 3.13637 -0.29940 0.209
H -1.50826 -3.24856 -1.40720 0.265
H 0.30003 -4.05586 -1.72244 0.259
H -0.43419 -3.86561 -0.17704 0.262
H 1.16276 2.69956 -1.10100 0.232
H -0.71848 1.11895 -0.30786 0.479
H -1.42390 -2.73234 3.15160 0.444
H -1.56393 -1.10585 2.53423 0.367
H 1.33583 -2.43497 -0.82070 0.450
```